No. 1
C15H14N7O6PtS | ωB97M-V/def2-TZVPD

Geometry as ORCA input:
```
! RIJCOSX wB97M-V def2-TZVPD def2/J DEFGRID3
* xyz 2 2
Pt 0.027 -0.011 0.265
O 2.375 -3.671 -1.165
C 1.702 -2.645 -0.655
O 0.575 -2.353 -0.942
C 2.557 -1.903 0.364
C 3.783 -2.434 0.736
C 4.551 -1.758 1.662
C 4.075 -0.565 2.174
C 2.844 -0.091 1.756
N 2.087 -0.757 0.877
C 2.260 1.227 2.261
O 2.990 1.966 3.082
O 1.164 1.577 1.938
H 1.801 -4.151 -1.784
H 4.115 -3.367 0.308
H 5.509 -2.150 1.976
H 4.672 -0.032 2.900
H 3.881 1.631 3.232
S -2.932 0.717 -0.455
C -1.383 0.568 -0.900
C -2.280 1.501 -5.596
N -1.354 1.249 -4.472
C -0.011 1.136 -4.688
C 0.886 0.854 -3.721
C 0.415 0.673 -2.398
O 1.114 0.426 -1.400
N -0.954 0.798 -2.195
C -1.893 1.100 -3.221
O -3.064 1.205 -2.962
H -1.764 2.106 -6.336
H -3.147 2.035 -5.225
H -2.597 0.558 -6.035
H 0.299 1.294 -5.713
H 1.943 0.781 -3.921
N -3.713 0.406 5.598
C -3.486 0.325 4.292
N -4.525 0.356 3.448
N -2.226 0.236 3.902
C -1.727 -0.049 2.768
N -1.162 -0.390 1.807
H -4.635 0.518 5.982
H -2.928 0.363 6.225
H -5.474 0.419 3.772
H -4.369 0.302 2.459
*
```

Results
Kohn-Sham gap (spin up / spin down): 0.2844 / 0.2358 hartree
Highest occupied orbital energy (spin up / spin down): -14.45 / -14.44 eV
Expectation value of S²: 0.759



No. 2
C6H9NO9Pb | ωB97M-V/def2-TZVPD

Geometry as ORCA input:
```
! RIJCOSX wB97M-V def2-TZVPD def2/J DEFGRID3
* xyz -1 2
Pb 0.170 0.117 0.082
N -3.134 0.043 0.662
O -2.453 -0.192 -0.340
O -2.640 0.465 1.616
O -4.351 -0.023 0.702
C -0.410 4.607 0.861
C 0.118 3.245 0.540
O -0.311 2.595 -0.472
O 0.907 2.590 1.283
H -0.955 5.049 0.028
H 0.422 5.289 1.035
H -0.965 4.489 1.791
C 0.213 -3.653 2.635
C 0.273 -2.422 1.710
O 0.848 -1.352 2.101
O -0.329 -2.464 0.596
H -0.050 -3.251 3.614
H 1.128 -4.180 2.905
H -0.620 -4.333 2.455
C 1.992 -1.269 -3.950
C 1.451 -0.580 -2.635
O 2.101 -0.526 -1.615
O 0.355 -0.025 -2.666
H 2.499 -2.231 -3.872
H 2.620 -0.555 -4.483
H 1.120 -1.432 -4.583
*
```

Results
Kohn-Sham gap (spin up / spin down): 0.3296 / 0.1588 hartree
Highest occupied orbital energy (spin up / spin down): -5.90 / -5.65 eV
Expectation value of S²: 0.767



No. 3
C6H24O9 | ωB97M-V/def2-TZVPD

Geometry as ORCA input:
```
! RIJCOSX wB97M-V def2-TZVPD def2/J DEFGRID3
* xyz 0 1
O -1.295 0.490 -2.458
C 0.116 0.577 -2.305
C 0.484 1.655 -1.311
O 0.538 1.141 0.021
H -1.486 -0.262 -3.035
H 0.419 -0.360 -1.827
H 0.648 0.764 -3.240
H -0.160 2.540 -1.331
H 1.476 2.045 -1.546
H -0.253 0.573 0.144
O -0.662 -3.842 -2.592
C -2.067 -3.767 -2.364
C -2.539 -2.392 -2.720
O -2.354 -1.932 -4.077
H -0.483 -4.022 -3.518
H -2.618 -4.573 -2.860
H -2.253 -3.886 -1.296
H -1.884 -1.725 -2.159
H -3.536 -2.146 -2.342
H -2.440 -2.723 -4.622
O 0.600 2.008 4.068
C 1.828 1.717 3.438
C 2.990 2.353 4.241
O 3.039 1.885 5.567
H -0.120 2.079 3.386
H 2.015 0.633 3.491
H 1.735 2.137 2.436
H 2.844 3.433 4.227
H 3.942 2.199 3.719
H 3.006 0.924 5.586
O -1.287 2.274 2.176
H -1.660 1.435 1.843
H -0.589 2.489 1.541
O 2.726 -1.194 -0.919
H 3.395 -0.879 -0.301
H 1.929 -0.707 -0.675
O -1.746 -0.094 0.727
H -2.149 -0.918 1.031
H -2.148 0.073 -0.144
*
```

Results
Kohn-Sham gap: 0.3348 hartree
Highest occupied orbital energy: -9.15 eV
SMILES: OCCO.OCCO.OCCO.O.O.O



No. 4
C4H5O4Sm | ωB97M-V/def2-TZVPD

Geometry as ORCA input:
```
! RIJCOSX wB97M-V def2-TZVPD def2/J DEFGRID3
* xyz 2 8
C -1.600 -0.566 -0.977
O -2.879 -0.930 -1.099
H -1.220 0.224 -1.628
H -3.278 -0.557 -1.893
C -0.797 -1.196 -0.032
C 0.577 -1.031 -0.164
H -1.169 -2.111 0.436
H -0.484 0.950 1.296
H 1.211 -1.298 -1.009
O 1.298 -0.505 0.911
C 1.416 0.786 1.111
O 0.389 1.479 1.463
O 2.490 1.311 0.796
Sm 4.047 3.444 0.789
*
```

Results
Kohn-Sham gap (spin up / spin down): 0.1547 / 0.1971 hartree
Highest occupied orbital energy (spin up / spin down): -13.90 / -14.87 eV
Expectation value of S²: 15.763



Number 1: electronic energy -52566.848 eV. Number 2: electronic energy -31531.111 eV. Number 3: electronic energy -25036.898 eV. Number 4: electronic energy -30303.090 eV.